{
  "formula": "C31H36LuN4S",
  "method": "ωB97M-V/def2-TZVPD",
  "symbols": ["Lu", "N", "N", "C", "C", "C", "C", "H", "H", "H", "C", "C", "H", "H", "H", "C", "C", "H", "H", "H", "C", "H", "H", "H", "C", "H", "H", "H", "C", "H", "C", "H", "C", "H", "C", "H", "C", "C", "H", "C", "C", "H", "C", "H", "N", "C", "C", "C", "H", "C", "C", "H", "H", "H", "C", "H", "C", "C", "H", "H", "H", "C", "H", "H", "H", "S", "C", "C", "N", "C", "H", "H", "H"],
  "xyz": [[-0.053419, -0.227806, 0.976739], [0.804674, -2.918440, 3.187232], [0.495802, -2.179517, -0.641978], [0.975153, 1.967236, 0.503797], [2.049624, 1.065733, 0.818032], [1.914869, 0.685433, 2.194208], [2.765485, -0.274739, 2.952218], [3.661652, -0.541548, 2.378821], [2.223704, -1.208454, 3.186204], [3.085955, 0.166863, 3.907613], [0.803013, 1.392296, 2.743034], [0.426696, 1.416429, 4.181581], [0.971604, 2.206287, 4.723883], [0.667031, 0.463778, 4.670899], [-0.644823, 1.606058, 4.312407], [0.218919, 2.180517, 1.703950], [-0.908838, 3.136211, 1.876729], [-1.780723, 2.653330, 2.339314], [-1.228670, 3.545435, 0.911944], [-0.614759, 3.982151, 2.517646], [3.159979, 0.682301, -0.097826], [4.009913, 1.378526, -0.002328], [2.839010, 0.704944, -1.148055], [3.531990, -0.326669, 0.122327], [0.758969, 2.652791, -0.802604], [-0.307769, 2.847857, -0.982803], [1.120519, 2.040148, -1.638692], [1.287282, 3.619902, -0.843822], [0.163338, -3.533678, 4.170862], [0.627786, -3.478456, 5.156918], [-1.042709, -4.222775, 3.983958], [-1.509419, -4.700292, 4.840842], [-1.608638, -4.272213, 2.708111], [-2.555325, -4.783120, 2.537636], [-0.943583, -3.668805, 1.650283], [-1.320658, -3.679743, 0.626323], [0.281622, -2.996133, 1.920840], [1.051066, -2.246033, 0.977512], [2.142702, -2.343507, 0.933395], [-0.049887, -1.029411, -1.117462], [0.805177, -3.045267, -1.676352], [1.222823, -4.012148, -1.480553], [0.499611, -2.418868, -2.822575], [0.585315, -2.738023, -3.840889], [0.016901, -1.151155, -2.468048], [-0.174593, -0.056627, -3.338739], [0.862330, 0.317864, -4.209177], [0.677856, 1.465736, -4.988912], [1.462862, 1.756802, -5.687741], [-0.475497, 2.243663, -4.878984], [-0.679905, 3.438796, -5.760656], [-1.213330, 4.231290, -5.224931], [-1.276889, 3.181988, -6.646498], [0.280613, 3.830137, -6.109518], [-1.458142, 1.878989, -3.954129], [-2.353771, 2.491608, -3.845104], [-1.324924, 0.727400, -3.175567], [-2.393214, 0.374899, -2.196714], [-2.502299, -0.702372, -2.031765], [-3.354724, 0.768805, -2.556996], [-2.223405, 0.853410, -1.216106], [2.160603, -0.417231, -4.262841], [2.051522, -1.443437, -4.633941], [2.677256, -0.454031, -3.291040], [2.825112, 0.113558, -4.955355], [-4.525394, 0.033659, 2.439546], [-3.650400, -0.763914, 3.730056], [-2.313193, -0.789158, 3.469740], [-1.970862, -0.250258, 2.218519], [-3.059300, 0.285470, 1.583850], [-4.130188, -1.181175, 4.608039], [-1.521513, -1.182460, 4.110443], [-2.995571, 0.849194, 0.653274]],
  "forces_ev_per_a": [[-1.274, 0.211, 0.242], [-0.341, -0.425, -0.505], [1.507, -2.928, 3.086], [0.560, 0.039, 1.047], [-0.583, 0.522, 0.648], [-0.174, 0.926, -0.503], [0.245, -0.301, 0.364], [-0.120, 0.035, 0.149], [0.321, 0.371, -0.035], [0.065, -0.073, -0.188], [0.438, 0.277, -0.897], [-0.237, -0.096, 0.379], [-0.084, -0.135, -0.111], [-0.096, 0.151, -0.044], [0.132, -0.083, 0.004], [1.009, -0.346, -0.136], [-0.418, 0.169, 0.116], [0.121, 0.108, -0.076], [0.014, -0.029, 0.166], [-0.059, -0.144, -0.146], [0.251, -0.155, -0.298], [-0.145, -0.160, -0.013], [0.050, -0.073, 0.223], [-0.053, 0.169, -0.121], [-0.056, 0.166, -0.391], [0.254, -0.017, -0.037], [-0.121, 0.133, 0.118], [-0.140, -0.186, -0.006], [-0.681, -0.368, -0.482], [-0.123, 0.006, -0.140], [0.280, 0.073, 0.378], [-0.046, 0.063, -0.173], [0.317, 0.184, -0.098], [0.193, 0.101, 0.061], [0.398, 0.307, 0.232], [0.064, -0.002, 0.336], [-0.210, -0.647, 0.533], [-0.133, 0.178, -3.741], [-0.560, -0.042, 0.140], [-0.310, 1.734, 1.475], [0.224, 0.233, 1.176], [0.062, -0.221, -0.070], [0.061, -0.030, -0.447], [-0.109, -0.115, -0.097], [-0.302, 0.520, -1.918], [0.217, -0.565, 0.717], [-0.460, 0.649, -0.364], [-0.203, -0.418, 0.236], [-0.108, 0.015, 0.130], [-0.062, -0.067, 0.078], [-0.038, 0.158, -0.139], [0.102, -0.035, -0.111], [0.087, 0.066, 0.098], [-0.132, 0.045, 0.015], [0.373, -0.418, 0.015], [0.145, -0.097, -0.022], [0.028, 0.582, -0.447], [-0.754, 0.157, 0.174], [0.147, 0.324, 0.019], [0.149, -0.097, 0.025], [0.113, -0.322, -0.320], [0.616, 0.029, -0.284], [0.126, 0.193, 0.163], [-0.326, -0.119, -0.193], [-0.035, -0.124, 0.093], [-1.178, -0.115, 0.338], [0.568, -0.164, 0.516], [-0.096, 0.778, -1.929], [0.868, -0.714, 1.536], [0.144, 0.206, -0.509], [-0.037, 0.202, -0.229], [-0.330, 0.003, -0.263], [-0.113, -0.251, 0.459]],
  "lowdin_charge": [1.573, 0.068, -0.128, -0.326, -0.326, -0.321, -0.064, 0.072, 0.043, 0.078, -0.318, -0.052, 0.082, 0.073, 0.072, -0.315, -0.049, 0.066, 0.068, 0.082, -0.049, 0.082, 0.058, 0.067, -0.046, 0.069, 0.065, 0.085, -0.178, 0.099, -0.111, 0.085, -0.091, 0.103, -0.036, 0.105, -0.359, -0.158, 0.091, -0.289, -0.102, 0.104, -0.096, 0.095, -0.063, -0.153, -0.209, -0.025, 0.107, -0.295, -0.077, 0.072, 0.075, 0.069, -0.021, 0.115, -0.213, -0.067, 0.081, 0.080, 0.043, -0.057, 0.063, 0.081, 0.071, 0.807, -0.456, -0.283, -0.256, -0.609, 0.040, 0.092, 0.021],
  "energy_ev": -83146.08211,
  "e_lumo_ev": [2.8, 2.8],
  "charge": -1,
  "homo_lumo_gap_ev": [4.095, 3.355],
  "homo_energy_ev": [-1.304, -0.549],
  "relative_energy_ev": 0.000
}